Entry 1:
{"formula": "C26H31CrN4O6S3", "method": "ωB97M-V/def2-TZVPD", "multiplicity": 4, "e_lumo_ev": [4.407, 4.407], "homo_ha": [-0.06553, -0.07107], "homo_lumo_gap_ha": [0.2275, 0.2330], "de_lowest_ev": 0.248, "charge": -2, "elements": ["Cr", "S", "C", "N", "C", "C", "C", "C", "C", "C", "S", "H", "H", "H", "H", "N", "N", "C", "O", "O", "H", "H", "H", "O", "S", "O", "O", "O", "C", "C", "C", "C", "C", "C", "C", "C", "N", "C", "C", "C", "C", "C", "C", "C", "C", "C", "C", "H", "H", "H", "H", "H", "H", "H", "H", "H", "H", "H", "H", "H", "H", "H", "H", "H", "H", "H", "H", "H", "H", "H", "H"], "coordinates": [[0.52, -0.11, 0.52], [1.39, -2.78, -1.43], [1.14, -3.05, 0.21], [0.86, -2.14, 1.12], [0.82, -2.64, 2.41], [0.63, -1.90, 3.58], [0.63, -2.56, 4.79], [0.82, -3.94, 4.87], [1.02, -4.69, 3.72], [1.02, -4.03, 2.50], [1.30, -4.67, 0.91], [0.49, -0.83, 3.52], [0.49, -1.99, 5.70], [0.81, -4.44, 5.84], [1.17, -5.76, 3.77], [3.52, 0.04, -0.86], [4.10, 0.20, 0.40], [3.38, 0.52, 1.56], [4.00, 0.98, 2.52], [2.13, 0.24, 1.55], [3.08, -0.87, -0.95], [2.84, 0.77, -1.07], [5.01, 0.63, 0.38], [-2.78, -1.35, 1.48], [-2.04, -0.23, 0.96], [-2.82, 0.97, 0.77], [-1.24, -0.59, -0.28], [-0.82, 0.08, 1.87], [2.01, 3.90, -4.65], [1.47, 2.71, -3.90], [1.19, 1.53, -4.58], [0.68, 0.45, -3.85], [0.36, -0.86, -4.53], [0.47, 0.56, -2.49], [0.77, 1.74, -1.75], [1.28, 2.81, -2.53], [0.61, 1.72, -0.38], [0.69, 2.99, 0.37], [0.25, 2.77, 1.83], [0.33, 4.07, 2.65], [-0.61, 5.11, 2.05], [-0.20, 5.35, 0.59], [1.24, 5.88, 0.55], [2.19, 4.86, 1.21], [1.76, 4.61, 2.65], [2.14, 3.54, 0.44], [-0.30, 4.04, -0.19], [2.13, 3.68, -5.71], [2.99, 4.20, -4.26], [1.34, 4.76, -4.56], [1.35, 1.45, -5.65], [0.36, -0.74, -5.62], [-0.61, -1.24, -4.22], [1.10, -1.62, -4.27], [0.03, -0.28, -1.99], [1.53, 3.75, -2.08], [0.89, 2.02, 2.30], [-0.77, 2.40, 1.83], [0.02, 3.84, 3.68], [-0.56, 6.05, 2.62], [-1.64, 4.76, 2.09], [-0.87, 6.09, 0.14], [1.31, 6.84, 1.07], [1.54, 6.05, -0.49], [3.21, 5.25, 1.19], [1.81, 5.54, 3.24], [2.43, 3.89, 3.11], [2.75, 2.80, 0.97], [2.58, 3.66, -0.54], [-0.14, 4.24, -1.24], [-1.30, 3.61, -0.09]], "mulliken_spin": [3.04, 0.01, 0.00, -0.04, 0.00, 0.00, 0.00, 0.00, 0.00, 0.00, 0.00, 0.00, 0.00, 0.00, 0.00, 0.00, 0.01, 0.00, 0.00, 0.04, 0.00, 0.00, 0.00, 0.00, 0.01, 0.00, 0.00, -0.01, 0.00, -0.01, 0.02, 0.03, 0.01, 0.00, -0.02, -0.01, -0.04, -0.05, 0.03, 0.00, 0.00, 0.00, 0.00, 0.00, 0.00, 0.00, -0.01, 0.00, 0.00, 0.00, 0.00, 0.00, 0.00, 0.00, -0.01, 0.01, -0.02, 0.01, 0.00, 0.00, 0.00, 0.00, 0.00, 0.00, 0.00, 0.00, 0.00, 0.00, 0.00, 0.00, 0.00]}

***

Entry 2:
{"formula": "C28H56O14S7", "method": "ωB97M-V/def2-TZVPD", "e_lumo_ev": 0.058, "homo_ha": -0.35566, "smiles": "O=S1(=O)CCCC1.O=S1(=O)CCCC1.O=S1(=O)CCCC1.O=S1(=O)CCCC1.O=S1(=O)CCCC1.O=S1(=O)CCCC1.O=S1(=O)CCCC1", "homo_lumo_gap_ha": 0.3578, "de_lowest_ev": 0.587, "elements": ["O", "S", "O", "C", "C", "C", "C", "H", "H", "H", "H", "H", "H", "H", "H", "O", "S", "O", "C", "C", "C", "C", "H", "H", "H", "H", "H", "H", "H", "H", "O", "S", "O", "C", "C", "C", "C", "H", "H", "H", "H", "H", "H", "H", "H", "O", "S", "O", "C", "C", "C", "C", "H", "H", "H", "H", "H", "H", "H", "H", "O", "S", "O", "C", "C", "C", "C", "H", "H", "H", "H", "H", "H", "H", "H", "O", "S", "O", "C", "C", "C", "C", "H", "H", "H", "H", "H", "H", "H", "H", "O", "S", "O", "C", "C", "C", "C", "H", "H", "H", "H", "H", "H", "H", "H"], "coordinates": [[-0.69, -3.05, 1.74], [-1.12, -2.76, 0.39], [-1.53, -3.82, -0.49], [-2.41, -1.45, 0.45], [-1.91, -0.30, -0.49], [-0.39, -0.34, -0.36], [0.06, -1.77, -0.51], [-2.51, -1.05, 1.46], [-3.34, -1.96, 0.20], [-2.24, -0.53, -1.51], [-2.29, 0.66, -0.17], [-0.05, 0.07, 0.58], [0.15, 0.22, -1.12], [1.08, -2.04, -0.26], [-0.14, -2.10, -1.53], [-0.76, -0.05, 3.04], [0.35, -0.38, 3.91], [1.69, -0.36, 3.36], [0.31, 0.49, 5.48], [1.01, -0.46, 6.41], [0.60, -1.93, 6.11], [0.11, -2.01, 4.67], [-0.78, 0.56, 5.62], [0.71, 1.49, 5.36], [2.09, -0.36, 6.27], [0.85, -0.20, 7.45], [-0.21, -2.22, 6.78], [1.46, -2.56, 6.30], [-0.97, -2.17, 4.62], [0.57, -2.66, 3.93], [-5.73, 4.53, 1.94], [-4.41, 5.02, 2.21], [-4.22, 6.28, 2.87], [-3.50, 3.73, 3.12], [-2.26, 3.47, 2.28], [-2.66, 3.63, 0.80], [-3.39, 4.97, 0.72], [-4.14, 2.86, 3.26], [-3.36, 4.21, 4.09], [-1.51, 4.22, 2.53], [-1.81, 2.49, 2.42], [-3.28, 2.82, 0.42], [-1.77, 3.72, 0.18], [-4.05, 5.20, -0.12], [-2.65, 5.76, 0.81], [1.46, 2.87, -4.65], [1.49, 2.13, -3.42], [0.50, 2.36, -2.40], [1.50, 0.38, -3.82], [2.95, 0.04, -3.98], [3.70, 0.68, -2.79], [3.18, 2.12, -2.79], [0.84, 0.19, -4.66], [1.15, -0.12, -2.91], [3.17, -1.02, -4.11], [3.39, 0.51, -4.86], [4.77, 0.64, -2.96], [3.41, 0.23, -1.84], [3.77, 2.70, -3.50], [3.24, 2.75, -1.90], [-4.96, 1.21, -2.80], [-5.85, 0.10, -3.08], [-7.26, 0.32, -3.26], [-5.18, -0.86, -4.43], [-4.03, -1.58, -3.76], [-4.64, -2.23, -2.51], [-5.53, -1.18, -1.82], [-4.98, -0.20, -5.26], [-5.95, -1.59, -4.71], [-3.64, -2.35, -4.43], [-3.17, -0.95, -3.52], [-3.91, -2.59, -1.78], [-5.21, -3.13, -2.75], [-5.11, -0.70, -0.94], [-6.53, -1.53, -1.60], [2.06, -3.57, -4.10], [2.22, -4.40, -2.93], [1.16, -4.53, -1.97], [2.86, -6.01, -3.47], [4.17, -6.21, -2.74], [4.82, -4.81, -2.59], [3.73, -3.92, -2.05], [3.06, -5.82, -4.52], [2.06, -6.74, -3.45], [4.00, -6.71, -1.79], [4.86, -6.83, -3.31], [5.11, -4.46, -3.59], [5.73, -4.96, -2.02], [3.83, -2.85, -2.25], [3.53, -4.01, -0.99], [0.82, 3.02, 3.72], [1.65, 3.72, 2.78], [1.28, 5.02, 2.29], [3.37, 3.83, 3.32], [4.19, 3.26, 2.18], [3.35, 2.09, 1.65], [1.98, 2.69, 1.35], [3.49, 3.23, 4.22], [3.58, 4.85, 3.62], [4.31, 3.99, 1.37], [5.16, 2.90, 2.50], [3.20, 1.26, 2.34], [3.79, 1.68, 0.74], [1.20, 1.92, 1.30], [1.89, 3.28, 0.44]], "lowdin_charge": [-0.32, 0.68, -0.32, -0.19, -0.15, -0.23, -0.24, 0.09, 0.07, 0.10, 0.10, 0.09, 0.08, 0.11, 0.10, -0.33, 0.67, -0.32, -0.23, -0.22, -0.19, -0.22, 0.12, 0.08, 0.11, 0.12, 0.11, 0.11, 0.10, 0.09, -0.33, 0.67, -0.33, -0.21, -0.22, -0.21, -0.22, 0.10, 0.10, 0.10, 0.10, 0.11, 0.11, 0.11, 0.11, -0.31, 0.67, -0.33, -0.22, -0.23, -0.20, -0.23, 0.12, 0.08, 0.10, 0.12, 0.11, 0.11, 0.11, 0.09, -0.32, 0.66, -0.32, -0.23, -0.23, -0.20, -0.20, 0.11, 0.11, 0.12, 0.10, 0.09, 0.12, 0.09, 0.10, -0.33, 0.67, -0.31, -0.22, -0.22, -0.21, -0.23, 0.10, 0.11, 0.12, 0.11, 0.12, 0.12, 0.09, 0.11, -0.32, 0.67, -0.32, -0.22, -0.21, -0.21, -0.22, 0.11, 0.11, 0.12, 0.12, 0.10, 0.11, 0.09, 0.10]}

***

Entry 3:
{"formula": "C14H33B3O5", "method": "ωB97M-V/def2-TZVPD", "e_lumo_ev": 0.573, "homo_ha": -0.36118, "smiles": "COCCCCCB1OBOB(CCC(C)C)O1.CC(C)O", "homo_lumo_gap_ha": 0.3822, "elements": ["C", "O", "C", "C", "C", "C", "C", "B", "O", "B", "O", "B", "C", "C", "C", "C", "C", "O", "H", "H", "H", "H", "H", "H", "H", "H", "H", "H", "H", "H", "H", "H", "H", "H", "H", "H", "H", "H", "H", "H", "H", "H", "H", "C", "C", "C", "O", "H", "H", "H", "H", "H", "H", "H", "H"], "coordinates": [[1.28, -1.77, 2.11], [2.09, -1.99, 0.97], [1.84, -1.08, -0.09], [2.33, 0.35, 0.17], [3.18, 0.94, -0.98], [2.86, 2.41, -1.32], [2.82, 3.33, -0.09], [1.41, 3.64, 0.50], [1.27, 4.31, 1.71], [0.26, 3.91, 2.54], [-0.69, 3.03, 2.04], [-0.90, 3.08, 0.67], [-2.32, 3.00, 0.02], [-3.42, 2.33, 0.87], [-3.65, 0.85, 0.53], [-4.19, 0.66, -0.88], [-2.40, 0.00, 0.77], [0.23, 3.25, -0.12], [1.72, -1.02, 2.78], [0.28, -1.44, 1.82], [1.20, -2.71, 2.65], [2.32, -1.51, -0.96], [0.76, -1.07, -0.30], [2.93, 0.31, 1.08], [1.48, 1.00, 0.38], [3.02, 0.34, -1.88], [4.24, 0.86, -0.73], [1.92, 2.45, -1.87], [3.63, 2.76, -2.01], [3.46, 2.94, 0.71], [3.26, 4.30, -0.34], [0.17, 4.32, 3.65], [-2.59, 4.05, -0.16], [-2.24, 2.55, -0.97], [-4.36, 2.87, 0.74], [-3.16, 2.42, 1.93], [-4.42, 0.49, 1.23], [-4.95, 1.40, -1.12], [-4.66, -0.33, -0.97], [-3.40, 0.70, -1.63], [-2.37, -0.39, 1.79], [-2.38, -0.87, 0.10], [-1.48, 0.55, 0.58], [-0.56, -3.61, -1.21], [0.53, -4.49, -1.81], [0.49, -5.90, -1.26], [1.81, -3.91, -1.61], [-0.42, -3.53, -0.12], [-0.52, -2.61, -1.63], [-1.55, -4.03, -1.39], [0.40, -4.52, -2.90], [0.65, -5.89, -0.18], [1.27, -6.51, -1.72], [-0.48, -6.37, -1.45], [1.97, -3.84, -0.66]], "lowdin_charge": [-0.10, -0.20, -0.23, -0.15, -0.19, -0.20, -0.06, -0.52, 0.26, -0.32, 0.25, -0.55, -0.05, -0.18, -0.42, -0.08, -0.06, 0.29, 0.09, 0.08, 0.09, 0.11, 0.10, 0.12, 0.10, 0.11, 0.12, 0.11, 0.11, 0.12, 0.12, 0.11, 0.13, 0.11, 0.11, 0.11, 0.13, 0.08, 0.08, 0.08, 0.08, 0.07, 0.06, -0.06, -0.49, -0.06, -0.06, 0.08, 0.07, 0.08, 0.14, 0.08, 0.08, 0.08, 0.07]}

***

Entry 4:
{"formula": "C2H11NO2", "method": "ωB97M-V/def2-TZVPD", "multiplicity": 2, "e_lumo_ev": [-3.608, -8.585], "homo_ha": [-0.57107, -0.57098], "homo_lumo_gap_ha": [0.4385, 0.2555], "de_lowest_ev": 0.373, "charge": 1, "elements": ["C", "C", "N", "H", "H", "H", "H", "H", "H", "H", "H", "H", "O", "H", "H", "O"], "coordinates": [[0.06, -0.98, 1.11], [-0.06, -0.98, -0.39], [-0.44, 0.32, -0.89], [0.60, -0.09, 1.44], [0.51, -1.92, 1.43], [-0.92, -1.03, 1.57], [-0.90, -1.64, -0.64], [0.83, -1.28, -0.93], [-0.29, 0.37, -1.90], [-0.20, 1.11, -0.31], [3.45, 0.55, -0.15], [3.15, -0.02, 1.21], [2.84, 0.66, 0.60], [-2.87, 2.44, -0.50], [-2.69, 0.99, -1.18], [-3.08, 1.50, -0.47]], "mulliken_spin": [0.00, 0.01, 0.82, 0.00, 0.00, 0.00, 0.07, 0.07, -0.02, -0.01, 0.00, 0.00, 0.00, 0.00, -0.01, 0.06]}

***

Entry 5:
{"formula": "C15H44O17S2V", "method": "ωB97M-V/def2-TZVPD", "e_lumo_ev": 4.829, "homo_ha": 0.09195, "homo_lumo_gap_ha": 0.0855, "de_lowest_ev": 5.945, "charge": -3, "elements": ["O", "V", "O", "S", "O", "O", "O", "O", "S", "O", "O", "O", "O", "C", "O", "H", "H", "H", "H", "C", "O", "H", "H", "H", "H", "C", "O", "H", "H", "H", "H", "C", "C", "C", "O", "H", "H", "H", "H", "H", "H", "H", "H", "C", "C", "C", "O", "H", "H", "H", "H", "H", "H", "H", "H", "C", "C", "C", "O", "H", "H", "H", "H", "H", "H", "H", "H", "C", "C", "C", "O", "H", "H", "H", "H", "H", "H", "H", "H"], "coordinates": [[-1.43, 15.59, -31.79], [-3.05, 15.84, -31.70], [-3.29, 17.31, -31.14], [-4.43, 11.42, -33.81], [-4.05, 12.80, -33.56], [-5.83, 11.12, -33.64], [-3.82, 10.87, -34.95], [-4.09, 10.63, -32.65], [-5.57, 12.90, -28.85], [-4.53, 13.82, -29.33], [-6.46, 12.65, -29.94], [-5.23, 11.50, -28.83], [-6.24, 13.33, -27.64], [-3.30, 18.96, -35.35], [-3.01, 17.62, -34.95], [-2.43, 19.40, -35.83], [-4.13, 18.94, -36.07], [-3.55, 19.66, -34.56], [-2.68, 17.07, -35.66], [-7.53, 16.66, -33.68], [-7.09, 16.26, -32.37], [-7.30, 15.91, -34.44], [-8.57, 16.98, -33.62], [-7.05, 17.56, -34.07], [-7.51, 15.42, -32.14], [1.11, 19.83, -31.94], [2.16, 20.21, -31.01], [1.15, 18.76, -32.16], [0.14, 20.13, -31.56], [1.27, 20.38, -32.87], [2.19, 19.48, -30.38], [-3.51, 22.08, -26.77], [-3.59, 23.22, -27.79], [-2.95, 22.75, -29.09], [-4.92, 23.56, -28.09], [-3.82, 22.42, -25.78], [-2.48, 21.76, -26.62], [-4.00, 21.15, -27.06], [-3.21, 24.17, -27.40], [-3.32, 21.75, -29.34], [-1.87, 22.75, -29.00], [-3.13, 23.30, -30.02], [-5.31, 22.86, -28.61], [2.27, 12.66, -34.41], [3.41, 11.65, -34.22], [4.49, 12.28, -33.38], [2.87, 10.50, -33.49], [2.33, 13.21, -35.35], [2.22, 13.37, -33.58], [1.32, 12.14, -34.49], [3.80, 11.35, -35.20], [4.96, 13.07, -33.96], [5.33, 11.59, -33.28], [4.16, 12.57, -32.38], [2.20, 10.89, -32.92], [-8.43, 19.04, -28.25], [-8.81, 20.23, -29.18], [-9.48, 21.34, -28.46], [-7.63, 20.68, -29.86], [-9.18, 18.76, -27.52], [-7.61, 19.32, -27.59], [-8.08, 18.15, -28.77], [-9.54, 19.84, -29.88], [-8.90, 21.64, -27.59], [-10.49, 21.09, -28.13], [-9.65, 22.20, -29.12], [-7.22, 19.89, -30.21], [2.19, 19.16, -25.85], [1.62, 17.89, -26.54], [0.18, 18.18, -27.03], [2.39, 17.64, -27.65], [2.48, 19.98, -26.52], [3.11, 18.97, -25.29], [1.45, 19.51, -25.14], [1.66, 17.04, -25.86], [0.09, 19.13, -27.56], [-0.43, 18.35, -26.14], [-0.34, 17.37, -27.55], [3.23, 17.27, -27.39]], "lowdin_charge": [-0.58, 0.89, -0.55, 0.05, -0.40, -0.34, -0.39, -0.31, 0.09, -0.40, -0.30, -0.32, -0.42, -0.17, -0.13, 0.06, 0.06, 0.07, 0.08, -0.16, -0.12, 0.08, 0.06, 0.06, 0.08, -0.13, -0.15, 0.09, 0.07, 0.06, 0.05, -0.06, -0.49, -0.07, -0.07, 0.07, 0.07, 0.09, 0.13, 0.09, 0.08, 0.07, 0.08, -0.06, -0.46, -0.09, -0.07, 0.07, 0.08, 0.09, 0.13, 0.07, 0.06, 0.09, 0.08, -0.05, -0.50, -0.08, -0.05, 0.07, 0.08, 0.09, 0.13, 0.08, 0.08, 0.07, 0.09, -0.07, -0.49, -0.04, -0.05, 0.07, 0.06, 0.07, 0.13, 0.08, 0.07, 0.09, 0.09]}

***

Entry 6:
{"formula": "C2H4N4O", "method": "ωB97M-V/def2-TZVPD", "e_lumo_ev": 0.433, "homo_ha": -0.34674, "homo_lumo_gap_ha": 0.3627, "de_lowest_ev": 6.732, "elements": ["C", "C", "H", "H", "H", "H", "N", "N", "N", "N", "O"], "coordinates": [[-0.92, -0.18, 0.59], [0.57, -0.12, -0.10], [-2.20, -0.54, -1.31], [-1.69, 1.15, -1.01], [-0.91, 0.65, 1.48], [-1.12, -1.42, 1.18], [-1.78, 0.19, -0.41], [1.36, 1.11, -0.07], [2.57, 0.75, 0.06], [1.43, -1.09, -0.24], [2.69, -0.51, -0.15]], "lowdin_charge": [-0.30, -0.28, 0.19, 0.14, 0.14, 0.21, -0.16, 0.06, -0.03, 0.10, -0.08]}

***

Entry 7:
{"formula": "C4H8N2", "method": "ωB97M-V/def2-TZVPD", "e_lumo_ev": 0.684, "homo_ha": -0.38642, "homo_lumo_gap_ha": 0.4116, "de_lowest_ev": 2.159, "elements": ["C", "C", "N", "C", "C", "N", "H", "H", "H", "H", "H", "H", "H", "H"], "coordinates": [[2.05, 0.10, 0.19], [0.65, 0.71, 0.25], [-0.30, -0.17, -0.40], [-1.21, 0.28, -1.16], [-3.05, -1.13, 1.06], [-1.99, -1.62, 0.89], [2.38, -0.01, -0.84], [2.06, -0.89, 0.66], [2.76, 0.74, 0.72], [0.33, 0.78, 1.30], [0.62, 1.72, -0.18], [-1.05, -1.44, 0.45], [-1.97, -0.42, -1.51], [-1.31, 1.33, -1.44]], "lowdin_charge": [-0.10, -0.29, -0.10, -0.03, -0.11, -0.02, 0.07, 0.07, 0.07, 0.12, 0.11, 0.02, 0.08, 0.09]}

***

Entry 8:
{"formula": "C21H18N4O4", "method": "ωB97M-V/def2-TZVPD", "e_lumo_ev": 0.614, "homo_ha": -0.31514, "smiles": "CC(C)c1[nH]nc2c1[C@H](c1ccc(OC(=O)c3ccco3)cc1)C(C#N)=C(N)O2", "homo_lumo_gap_ha": 0.3377, "elements": ["C", "C", "C", "C", "N", "N", "C", "C", "C", "C", "C", "C", "C", "O", "C", "O", "C", "C", "C", "C", "O", "C", "C", "C", "C", "N", "C", "N", "O", "H", "H", "H", "H", "H", "H", "H", "H", "H", "H", "H", "H", "H", "H", "H", "H", "H", "H"], "coordinates": [[-1.97, -3.19, 0.34], [-2.95, -2.45, -0.57], [-2.38, -2.32, -1.98], [-3.30, -1.12, 0.01], [-4.41, -0.97, 0.77], [-4.58, 0.27, 1.24], [-3.53, 0.94, 0.78], [-2.69, 0.12, 0.00], [-1.44, 0.66, -0.63], [-0.19, -0.06, -0.18], [0.05, -0.26, 1.17], [1.24, -0.80, 1.61], [2.21, -1.16, 0.68], [3.40, -1.68, 1.13], [4.59, -1.10, 0.85], [5.61, -1.71, 1.04], [4.59, 0.28, 0.35], [5.67, 0.98, -0.15], [5.18, 2.26, -0.50], [3.85, 2.25, -0.17], [3.49, 1.07, 0.34], [1.96, -1.02, -0.68], [0.77, -0.46, -1.10], [-1.30, 2.12, -0.22], [-0.13, 2.77, -0.62], [0.83, 3.31, -0.95], [-2.19, 2.78, 0.57], [-2.01, 4.06, 1.01], [-3.34, 2.25, 1.05], [-1.03, -2.64, 0.41], [-1.77, -4.18, -0.05], [-2.38, -3.29, 1.35], [-3.88, -3.03, -0.62], [-3.04, -1.72, -2.61], [-1.40, -1.86, -1.96], [-2.29, -3.31, -2.43], [-5.10, -1.67, 0.99], [-1.51, 0.60, -1.73], [-0.70, 0.04, 1.89], [1.44, -0.93, 2.66], [6.66, 0.61, -0.26], [5.73, 3.07, -0.92], [3.08, 2.99, -0.28], [2.71, -1.32, -1.39], [0.60, -0.32, -2.16], [-1.32, 4.62, 0.55], [-2.82, 4.52, 1.40]], "lowdin_charge": [-0.04, -0.34, -0.05, -0.17, 0.04, 0.12, -0.28, -0.06, -0.16, -0.22, -0.01, 0.02, -0.26, 0.11, -0.41, 0.14, -0.18, 0.02, -0.04, -0.09, 0.04, 0.01, -0.02, -0.13, -0.19, 0.18, -0.29, 0.18, 0.12, 0.07, 0.08, 0.08, 0.14, 0.09, 0.06, 0.08, 0.16, 0.15, 0.13, 0.13, 0.12, 0.10, 0.09, 0.13, 0.12, 0.10, 0.12]}

***

F_max per entry: 0.40, 1.60, 0.62, 2.12, 6.48, 8.73, 1.25, 1.58 eV/A
E_tot per entry: -3919.140836, -4941.068944, -1004.263080, -287.686053, -3616.922987, -372.652933, -266.642664, -1331.012311 a.u.